1.
Formula: C61H57BrN7O2P2Tl
Source: the Open Molecules 2025 dataset
Level of theory: ωB97M-V/def2-TZVPD

Values from the calculation:
* HOMO energy: -11.972 eV
* net charge: +2
* total energy: -6321.261761 Eh
* 2S+1: 1
* energy relative to the best compared isomer or geometry (same formula, charge and spin): 77.24 kJ/mol

Last column: Löwdin charge in e.
Element x y z (Å)
Tl 0.07802 -0.18551 0.01292  0.920
Br -1.29335 4.59716 1.68637  0.809
P -2.39397 -1.33761 -0.92719  1.088
P -1.40805 -1.39467 2.49897  1.060
O 0.58448 1.97629 0.34021  -0.176
O 1.72370 2.41996 2.25941  0.067
N -0.98919 1.50528 -1.66732  0.035
N 1.70053 -0.63663 3.24451  0.100
N 2.27619 -0.13684 1.05311  0.018
N 3.92002 -0.20351 2.73650  -0.021
N 1.21534 0.14290 -2.24661  0.101
N -3.97585 -1.77486 1.29228  -0.172
N 1.29094 -2.20488 -0.97101  0.063
C -2.65975 3.11753 -2.19006  -0.012
C -5.37026 -1.57369 1.17806  -0.243
C -4.92680 0.06316 -3.86311  -0.047
C -5.76000 0.90150 -3.13582  -0.047
C -0.24350 -3.84217 3.04020  -0.111
C -1.24513 -0.65060 5.22893  -0.080
C -1.66844 -2.48665 -2.13357  -0.390
C 1.94976 -0.84347 4.67468  -0.148
C 4.30986 1.24961 0.85672  -0.142
C -7.46670 -1.79301 -0.00934  -0.067
C 1.16715 -3.42671 -0.45378  -0.112
C -6.08679 -1.92424 0.03029  -0.051
C 1.21487 2.73897 1.19859  -0.609
C -2.53372 -3.68648 3.76093  -0.079
C -2.17103 2.05618 -1.44231  -0.135
C -5.57985 1.03819 -1.76448  -0.057
C -4.56063 0.34979 -1.13164  -0.154
C -1.13046 -4.67407 -2.98891  -0.059
C 1.33116 4.15824 0.64857  -0.167
C 2.58698 5.78789 -0.60901  -0.066
C 3.26662 -0.22074 5.07514  -0.136
C -1.28409 -5.71518 4.12651  -0.055
C -1.01219 0.27814 6.23442  -0.067
C 3.36175 1.21250 -3.57399  0.000
C -0.17535 -5.14370 3.51714  -0.063
C 4.95213 0.28887 1.83135  -0.122
C -3.24390 -1.07135 2.33782  -0.297
C -2.46160 -4.98840 4.23830  -0.049
C -1.41737 -3.09337 3.17222  -0.374
C 4.31013 -0.65559 4.07160  -0.127
C -1.84431 3.65316 -3.16599  -0.014
C -0.18738 2.03427 -2.59447  -0.211
C -7.45950 -0.92784 2.21227  -0.069
C 3.10641 -2.97113 -2.29424  0.020
C -3.72378 -0.50770 -1.85380  -0.358
C 2.00332 -4.47304 -0.79980  -0.020
C 2.99511 -4.23474 -1.73562  -0.017
C -8.16800 -1.30598 1.08426  -0.081
C -3.22339 -2.48940 0.31648  -0.294
C -6.07784 -1.05600 2.26310  -0.028
C 3.23306 0.47814 0.12685  -0.222
C 2.49591 4.53697 -0.01032  -0.019
C -0.46506 -4.10017 -4.06206  -0.054
C -0.97373 -1.91527 -3.20353  -0.138
C -0.62140 1.57292 5.91427  -0.045
C 2.63446 -0.30412 2.31813  -0.350
C -1.73072 -3.87349 -2.02379  -0.082
C 1.12379 1.36536 -2.76716  -0.193
C -0.57870 3.11544 -3.36059  0.022
C -1.09074 -0.27545 3.89536  -0.405
C 0.33817 6.29028 0.09127  -0.114
C -0.44758 1.94584 4.58702  -0.045
C -0.67845 1.02358 3.57827  -0.120
C 2.30735 -0.59065 -2.43259  -0.243
C 2.24433 -1.96758 -1.87782  -0.218
C 1.50227 6.65429 -0.57337  -0.070
C -0.37957 -2.71572 -4.16519  -0.055
C 3.41809 -0.08581 -3.09103  0.007
C -3.91002 -0.64141 -3.22935  -0.056
C 2.19141 1.94241 -3.44032  0.031
C 0.26397 5.04434 0.69369  -0.598
H 5.27956 -0.22117 4.30195  0.126
H -3.64856 3.51102 -1.99543  0.121
H -0.90687 -0.83587 -3.27639  0.094
H 5.42548 -0.54065 1.29642  0.133
H -3.46854 -3.14874 3.86383  0.104
H 4.41664 -1.74549 4.08685  0.134
H 3.33575 3.84906 -0.03882  0.109
H 4.22556 1.65161 -4.05890  0.128
H -0.52073 1.31041 2.54014  0.070
H -0.50121 6.97295 0.14619  0.106
H -3.28348 -1.30156 -3.80967  0.099
H -1.23259 -6.72577 4.51405  0.117
H 2.68469 1.14189 -0.54612  0.090
H 1.87472 -5.44875 -0.34966  0.121
H 4.32463 -0.66913 -3.19190  0.125
H -6.23759 1.68045 -1.18920  0.124
H 1.13540 -0.39806 5.23386  0.087
H -0.02214 -4.73118 -4.82402  0.116
H 3.50964 6.08847 -1.09325  0.110
H 3.54645 -0.53879 6.07802  0.127
H -5.58781 -2.28551 -0.85933  0.102
H 3.70412 -0.30206 -0.48075  0.106
H 5.71460 0.78514 2.42733  0.129
H -5.06971 -0.05396 -4.93088  0.116
H 1.95923 -1.91546 4.89001  0.125
H 1.56737 7.62729 -1.04618  0.113
H -1.19789 -5.75282 -2.90700  0.117
H -7.99422 -2.07437 -0.91296  0.113
H 0.62184 -3.39593 2.56764  0.086
H 3.18234 0.86711 5.05869  0.131
H 0.14265 -2.26107 -4.99977  0.118
H -3.83335 -3.17650 -0.26244  0.100
H -2.24380 -4.35070 -1.19731  0.103
H -0.12490 2.94986 4.33774  0.104
H -7.98529 -0.53784 3.07610  0.112
H -9.24658 -1.22596 1.05710  0.109
H -3.32988 -5.43530 4.70680  0.118
H -3.60635 -1.36511 3.32517  0.071
H -2.41654 -3.05663 0.78622  0.066
H -0.44838 2.29546 6.70233  0.118
H -5.56560 -0.76013 3.17172  0.102
H -1.54600 -1.66186 5.48212  0.113
H 0.74193 -5.71206 3.41318  0.112
H 0.76225 -0.41722 2.97616  0.010
H 0.07674 3.53476 -4.11205  0.118
H 3.85260 -2.77633 -3.05417  0.121
H -1.13295 -0.01097 7.27188  0.118
H 3.67347 -5.02505 -2.03297  0.125
H -2.74831 1.63929 -0.62674  0.090
H -3.37680 0.01626 2.27429  0.110
H 5.04885 1.64144 0.15855  0.128
H 0.36609 -3.57081 0.26341  0.099
H -2.17858 4.48902 -3.76661  0.124
H 2.12414 2.94670 -3.83824  0.123
H -6.55121 1.44740 -3.63657  0.117
H 3.85316 2.07573 1.40441  0.104
H -4.42227 0.47626 -0.06178  0.106

Cartesian forces, eV/Å:
Tl 0.45 0.19 0.02
Br -0.03 -0.10 -0.11
P 0.38 -0.78 -0.36
P -0.70 0.00 0.02
O -0.36 0.31 0.30
O -0.41 0.13 -0.20
N 0.02 0.01 0.07
N 0.65 -0.36 -0.34
N -0.50 -0.25 -0.02
N -0.06 0.01 -0.05
N 0.00 -0.04 0.20
N 0.20 0.13 0.32
N -0.15 0.00 0.26
C -0.04 0.04 0.11
C -0.02 -0.33 0.25
C 0.00 -0.01 -0.01
C 0.02 -0.02 -0.04
C -0.10 -0.02 0.08
C -0.23 -0.01 0.01
C 0.13 0.18 -0.03
C 0.09 0.04 -0.19
C 0.01 -0.08 0.07
C 0.03 -0.03 0.05
C 0.00 0.14 -0.06
C -0.02 -0.19 -0.05
C 0.21 0.02 -0.20
C -0.07 -0.01 0.05
C 0.14 0.17 0.08
C -0.03 0.05 0.07
C -0.15 -0.05 -0.07
C -0.03 -0.06 0.02
C -0.20 -0.50 -0.05
C 0.05 -0.08 0.00
C 0.01 0.02 -0.05
C -0.02 0.00 0.00
C -0.15 -0.03 0.07
C 0.02 -0.07 -0.02
C 0.06 0.04 -0.01
C -0.09 -0.01 0.03
C 0.05 -0.11 -0.18
C 0.00 -0.01 0.04
C 0.35 0.00 -0.24
C -0.06 0.11 -0.08
C 0.02 0.05 -0.04
C -0.15 -0.01 0.08
C -0.04 0.04 0.03
C 0.14 -0.02 -0.04
C 0.03 0.29 0.28
C 0.02 -0.04 0.01
C 0.03 -0.02 -0.02
C 0.01 0.01 -0.04
C 0.27 0.80 -0.40
C 0.00 0.14 0.14
C -0.04 -0.11 0.17
C -0.05 0.12 0.02
C 0.03 0.01 -0.01
C -0.01 -0.08 -0.02
C -0.04 -0.04 0.00
C 0.19 -0.18 -0.02
C -0.05 0.00 0.01
C 0.06 0.04 -0.04
C 0.02 0.14 -0.14
C -0.35 0.19 0.00
C -0.02 0.02 -0.02
C 0.01 0.10 0.00
C -0.40 0.01 0.17
C -0.16 -0.07 -0.23
C -0.04 -0.13 0.14
C 0.04 0.01 0.01
C -0.01 0.03 0.00
C 0.08 0.00 -0.19
C -0.05 -0.05 0.11
C 0.04 0.08 -0.06
C 0.16 0.10 0.07
H 0.05 0.02 -0.05
H 0.05 0.00 0.01
H -0.01 -0.03 -0.05
H 0.08 -0.02 0.00
H 0.05 -0.10 -0.01
H 0.07 -0.01 -0.01
H -0.05 0.08 -0.01
H -0.06 -0.03 0.01
H -0.04 0.06 0.15
H 0.06 -0.05 0.02
H 0.00 -0.02 -0.03
H -0.01 0.05 -0.05
H 0.11 -0.01 0.11
H -0.01 0.05 -0.01
H -0.08 0.03 -0.01
H 0.06 -0.05 -0.02
H 0.05 0.02 -0.08
H 0.00 0.04 0.06
H -0.10 -0.02 0.00
H -0.02 0.00 0.03
H 0.01 -0.03 0.06
H 0.06 0.08 0.11
H 0.03 0.00 0.08
H 0.01 0.01 0.07
H -0.01 -0.05 0.02
H -0.01 -0.06 0.05
H 0.00 0.07 0.00
H 0.02 -0.01 0.04
H 0.12 0.06 0.00
H 0.02 0.03 0.04
H -0.03 -0.03 0.04
H -0.15 -0.08 0.10
H 0.01 0.01 -0.06
H 0.00 -0.09 -0.04
H 0.05 -0.02 -0.04
H 0.04 0.03 -0.01
H 0.03 0.03 -0.03
H -0.11 0.21 0.03
H -0.02 -0.16 -0.02
H 0.02 -0.04 -0.02
H -0.08 -0.03 -0.10
H 0.04 0.05 0.00
H -0.05 0.05 0.03
H 0.29 0.03 0.00
H -0.04 -0.05 0.02
H -0.06 -0.01 0.06
H -0.01 0.01 -0.06
H -0.05 0.04 -0.02
H 0.19 0.17 -0.06
H 0.05 0.03 -0.04
H 0.02 -0.01 -0.05
H 0.03 0.03 0.00
H 0.01 -0.02 0.00
H 0.00 -0.07 0.07
H 0.04 -0.04 0.03
H 0.16 -0.02 0.00
H -0.05 -0.01 -0.10

---

2.
Formula: C4H8O2
Source: the Open Molecules 2025 dataset
Level of theory: ωB97M-V/def2-TZVPD

Values from the calculation:
* HOMO energy: -8.428 eV
* total energy: -307.554458 Eh
* 2S+1: 1
* energy relative to the best compared isomer or geometry (same formula, charge and spin): 414.76 kJ/mol

Last column: Löwdin charge in e.
Element x y z (Å)
O -1.43561 0.62974 0.55208  -0.065
O 0.08034 -1.68165 0.39531  -0.246
C -0.36099 1.23087 -0.20577  -0.160
C 0.95927 0.58963 0.18109  -0.167
C 1.04479 -0.88711 -0.23074  -0.343
C -1.67541 -0.62302 0.28676  0.056
H -2.40072 -1.01624 1.00259  0.121
H -0.40172 2.29265 0.04667  0.126
H -0.58777 1.09656 -1.27070  0.132
H -1.11219 -1.27458 -0.41496  0.080
H 2.04342 -1.26965 0.03320  0.112
H 1.08304 0.67381 1.26699  0.123
H 1.76462 1.15857 -0.29794  0.118
H 0.99893 -0.91957 -1.34459  0.113

Cartesian forces, eV/Å:
O -0.07 -0.42 -0.12
O 0.02 0.23 0.71
C 0.23 0.11 -0.18
C 0.00 0.05 0.04
C 0.15 0.17 0.02
C 0.70 -0.19 0.46
H 0.37 -0.25 -0.16
H 0.01 -0.16 -0.04
H 0.08 0.03 0.11
H -1.13 0.53 -0.95
H -0.14 0.04 -0.05
H 0.01 0.02 -0.12
H -0.08 -0.07 0.03
H -0.15 -0.10 0.25